P:
DFT (ωB97M-V with the def2-TZVPD basis set) results for a cluster of 2 separate species, C2H7O in total.

Last column: Löwdin charge in e.
Cartesian coordinates (Å):
O 1.161 -0.229 -1.301  0.282
H 1.912 0.088 -1.832  0.191
H 0.350 -0.108 -1.803  0.161
H 0.977 -0.115 -0.297  0.149
C -0.318 0.440 1.174  -0.064
C -1.129 -0.340 0.435  -0.037
H -0.299 1.522 1.088  0.075
H 0.327 0.063 1.966  0.082
H -1.975 0.070 -0.097  0.082
H -1.005 -1.392 0.666  0.079

Values from the calculation:
HOMO level = -15.6 eV
Total charge = +1
Kohn-Sham gap = 11.137 eV

---

Q:
DFT (ωB97M-V with the def2-TZVPD basis set) results for a cluster of 2 separate species, C2H7O in total.

Last column: Löwdin charge in e.
Cartesian coordinates (Å):
O -1.281 -0.051 -1.398  0.284
H -1.995 -0.562 -0.953  0.197
H -0.798 -0.835 -1.760  0.193
H -0.574 0.368 -0.788  0.138
C 0.917 0.760 0.657  -0.083
C 0.650 -0.525 1.004  -0.034
H 1.611 1.065 -0.145  0.074
H 0.601 1.647 1.270  0.092
H 1.039 -1.319 0.399  0.064
H -0.169 -0.548 1.714  0.074

Values from the calculation:
HOMO level = -15.5 eV
Total charge = +1
Kohn-Sham gap = 10.665 eV

---

Most stable one: P, least stable one: Q.